Density functional theory data (ωB97M-V/def2-TZVPD) for a structure of composition C48H41GeN4O3Ru.

CARTESIAN COORDINATES (ANGSTROEM)
Ru  -0.30  -0.78  0.41
C  -2.68  -4.58  0.64
C  -1.91  -3.32  0.90
N  -1.50  -2.55  -0.04
N  -1.74  -2.87  -1.32
C  -1.24  -1.97  -2.16
O  -0.62  -0.92  -1.79
C  -1.43  -2.22  -3.61
C  -0.89  -1.32  -4.51
C  -1.03  -1.52  -5.88
C  -1.73  -2.63  -6.34
C  -2.27  -3.54  -5.44
C  -2.12  -3.33  -4.08
C  -1.63  -2.90  2.27
C  -2.12  -3.60  3.37
C  -1.88  -3.11  4.64
C  -1.16  -1.94  4.80
C  -0.70  -1.30  3.66
N  -0.91  -1.78  2.44
H  -2.78  -4.73  -0.43
H  -3.68  -4.51  1.07
H  -2.17  -5.43  1.08
H  -0.35  -0.45  -4.14
H  -0.61  -0.81  -6.58
H  -1.85  -2.79  -7.41
H  -2.81  -4.40  -5.79
H  -2.54  -4.04  -3.37
H  -2.69  -4.50  3.22
H  -2.25  -3.64  5.51
H  -0.97  -1.51  5.77
H  -0.14  -0.38  3.73
O  -3.42  -0.73  1.27
C  -3.01  0.35  0.91
O  -1.75  0.59  0.51
C  -3.86  1.60  0.89
C  -3.17  2.86  1.45
Ge  -1.31  3.14  0.86
C  -1.15  3.02  -1.08
C  -2.25  3.36  -1.86
C  -2.20  3.27  -3.25
C  -1.04  2.82  -3.87
C  0.07  2.50  -3.11
C  0.02  2.60  -1.72
C  0.02  2.17  1.98
C  0.86  1.13  1.53
C  1.81  0.55  2.35
C  1.95  0.98  3.66
C  1.11  1.98  4.14
C  0.16  2.56  3.30
C  -0.90  5.04  1.25
C  0.29  5.46  1.86
C  0.52  6.81  2.12
C  -0.42  7.76  1.75
C  -1.59  7.36  1.11
C  -1.82  6.01  0.86
H  -4.77  1.37  1.45
H  -4.14  1.76  -0.15
H  -3.16  2.85  2.54
H  -3.73  3.75  1.15
H  -3.16  3.71  -1.39
H  -3.06  3.55  -3.84
H  -1.00  2.75  -4.95
H  0.97  2.16  -3.60
H  0.92  2.40  -1.14
H  0.87  0.89  0.45
H  2.47  -0.22  1.97
H  2.70  0.53  4.31
H  1.22  2.34  5.16
H  -0.47  3.36  3.69
H  1.05  4.74  2.14
H  1.43  7.11  2.61
H  -0.24  8.81  1.94
H  -2.32  8.10  0.80
H  -2.74  5.72  0.36
N  1.20  -1.92  0.19
C  2.41  -2.12  -0.16
C  2.96  -3.49  -0.16
C  2.33  -4.48  0.58
C  2.85  -5.76  0.62
C  4.01  -6.06  -0.09
C  4.62  -5.08  -0.87
C  4.10  -3.80  -0.91
C  3.28  -0.97  -0.54
C  4.49  -0.80  0.12
C  5.27  0.31  -0.16
C  4.86  1.23  -1.11
C  3.65  1.05  -1.78
C  2.85  -0.04  -1.49
H  1.43  -4.24  1.14
H  2.37  -6.53  1.22
H  4.44  -7.05  -0.04
H  5.51  -5.32  -1.44
H  4.57  -3.04  -1.53
H  4.82  -1.53  0.85
H  6.21  0.46  0.37
H  5.48  2.09  -1.34
H  3.34  1.77  -2.53
H  1.90  -0.20  -2.01

Properties
Net charge = +1
HOMO level (alpha / beta) = -10.6 / -10.6 eV
E_LUMO (alpha / beta) = -0.1270 / -0.1822 Ha
2S+1 = 5
Relative energy (zero: lowest compared OMol25 entry of this formula, charge and spin) = 19.3 kcal/mol
Kohn-Sham gap (alpha / beta) = 7.19 / 5.63 eV
Max |F| = 1.64 eV/Å